*i*
Entry from the Open Molecules 2025 dataset: a molecular structure, C3H4ClN2O (ωB97M-V/def2-TZVPD).

Geometry (Å):
1 C -0.371 0.630 -1.017
2 C 1.327 0.639 0.233
3 C 0.263 -0.596 0.307
4 N 0.363 1.598 -0.921
5 N -0.772 -0.553 -0.770
6 O -1.888 -1.213 -0.628
7 Cl -3.194 -0.201 0.268
8 H 1.284 1.394 1.098
9 H 2.403 0.414 0.005
10 H 0.783 -1.637 0.200
11 H -0.198 -0.475 1.223

Results
highest occupied orbital energy: -15.674 eV
LUMO level: -7.050 eV
charge: +1



*ii*
Entry from the Open Molecules 2025 dataset: a gas-phase ion, C3H4ClN2O (charge +1) (ωB97M-V/def2-TZVPD).

Geometry (Å):
1 O -0.889 0.455 -2.035
2 N -0.306 0.129 -1.071
3 C -0.386 0.864 0.174
4 C 0.399 0.000 1.141
5 N 0.710 -1.162 0.455
6 C 0.284 -1.051 -0.729
7 Cl 0.575 -2.245 -2.262
8 H -1.472 0.774 0.660
9 H -0.075 1.937 0.253
10 H 1.239 0.609 1.341
11 H -0.081 -0.308 2.073

Results
highest occupied orbital energy (spin up / spin down): -16.172 / -16.172 eV
LUMO level (spin up / spin down): -8.231 / -8.232 eV
charge: +1



*ii* (89.6 kcal/mol below the next structure)



*i*
Entry from the Open Molecules 2025 dataset: a molecular structure, C26H29N3Ta (ωB97M-V/def2-TZVPD).

Geometry (Å):
1 Ta -0.381 0.727 0.143
2 C 0.940 2.766 0.222
3 C -0.178 2.962 1.064
4 C -1.345 2.902 0.261
5 C -0.939 2.727 -1.090
6 C 0.472 2.628 -1.114
7 H 1.973 2.800 0.536
8 H -0.143 3.162 2.122
9 H -2.359 3.039 0.613
10 H -1.587 2.690 -1.952
11 H 1.089 2.504 -1.992
12 C -0.465 0.397 2.560
13 C 0.725 -0.242 2.084
14 C 0.334 -1.331 1.243
15 C -1.095 -1.323 1.142
16 C -1.584 -0.233 1.932
17 C -3.019 0.074 2.248
18 C -1.904 -2.406 0.507
19 C 1.228 -2.423 0.760
20 C 2.093 -0.015 2.646
21 C -0.551 1.333 3.716
22 H -3.245 -0.291 3.254
23 H -3.708 -0.430 1.573
24 H -3.232 1.143 2.252
25 H -1.958 -3.250 1.198
26 H -1.449 -2.776 -0.412
27 H -2.927 -2.096 0.301
28 H 1.232 -3.212 1.518
29 H 2.255 -2.090 0.630
30 H 0.878 -2.874 -0.168
31 H 2.175 -0.587 3.575
32 H 2.274 1.030 2.898
33 H 2.882 -0.366 1.986
34 H -1.416 1.992 3.667
35 H 0.353 1.922 3.859
36 H -0.672 0.721 4.616
37 C 4.956 -0.694 -1.711
38 C 4.376 0.052 -0.688
39 C 3.003 0.173 -0.633
40 C 2.207 -0.442 -1.601
41 C 2.787 -1.199 -2.626
42 C 4.160 -1.319 -2.671
43 N 0.812 -0.273 -1.502
44 N 0.126 -0.725 -2.450
45 C -1.252 -0.563 -2.411
46 C -1.976 -0.961 -3.520
47 C -3.350 -0.771 -3.524
48 C -3.951 -0.180 -2.418
49 C -3.164 0.208 -1.350
50 N -1.831 0.026 -1.339
51 H 6.033 -0.792 -1.758
52 H 4.999 0.534 0.053
53 H 2.545 0.748 0.163
54 H 2.169 -1.684 -3.367
55 H 4.621 -1.901 -3.456
56 H -1.450 -1.410 -4.352
57 H -3.943 -1.073 -4.378
58 H -5.019 -0.012 -2.381
59 H -3.603 0.685 -0.482

Results
highest occupied orbital energy: -18.103 eV
LUMO level: -12.011 eV
charge: +3



*ii*
Entry from the Open Molecules 2025 dataset: a molecular structure, C26H29N3Ta (ωB97M-V/def2-TZVPD).

Geometry (Å):
1 Ta -0.534 0.647 -0.894
2 C -2.803 1.799 -0.761
3 C -1.951 2.972 -0.889
4 C -1.725 3.524 0.387
5 C -2.447 2.782 1.302
6 C -3.107 1.671 0.579
7 H -3.315 1.311 -1.586
8 H -1.659 3.428 -1.830
9 H -1.143 4.406 0.608
10 H -2.574 3.009 2.353
11 H -3.780 0.952 1.028
12 C -1.059 -1.636 0.643
13 C -1.673 -1.616 -0.631
14 C -0.656 -1.764 -1.607
15 C 0.600 -1.939 -0.928
16 C 0.354 -1.898 0.458
17 C 1.313 -2.209 1.539
18 C 1.923 -2.200 -1.562
19 C -0.889 -1.883 -3.082
20 C -3.163 -1.703 -0.865
21 C -1.771 -1.594 1.944
22 H 1.493 -1.329 2.168
23 H 2.265 -2.577 1.162
24 H 0.886 -2.963 2.208
25 H 2.726 -1.671 -1.045
26 H 1.937 -1.938 -2.618
27 H 2.159 -3.267 -1.492
28 H -1.713 -1.255 -3.426
29 H -1.158 -2.915 -3.331
30 H 0.005 -1.648 -3.658
31 H -3.699 -0.835 -0.484
32 H -3.559 -2.559 -0.315
33 H -3.408 -1.839 -1.915
34 H -1.426 -0.777 2.564
35 H -1.559 -2.506 2.512
36 H -2.850 -1.518 1.818
37 C 0.428 1.136 4.623
38 C 1.748 1.078 4.178
39 C 2.027 0.980 2.827
40 C 0.965 0.934 1.932
41 C -0.341 1.009 2.361
42 C -0.622 1.110 3.716
43 N 1.181 0.825 0.497
44 N 2.362 0.860 0.142
45 C 2.443 0.815 -1.259
46 C 3.671 0.901 -1.858
47 C 3.725 0.879 -3.249
48 C 2.539 0.781 -3.963
49 C 1.344 0.708 -3.274
50 N 1.290 0.717 -1.919
51 H 0.220 1.213 5.683
52 H 2.562 1.116 4.890
53 H 3.047 0.939 2.470
54 H -1.151 1.016 1.636
55 H -1.645 1.176 4.066
56 H 4.556 0.991 -1.242
57 H 4.676 0.946 -3.762
58 H 2.530 0.763 -5.044
59 H 0.403 0.642 -3.807

Results
highest occupied orbital energy: -17.790 eV
LUMO level: -12.163 eV
charge: +3



*i* (124.5 kcal/mol below the next structure)



*i*
Entry from the Open Molecules 2025 dataset: 2 unconnected molecules or ions with the total composition C3H8NOP (ωB97M-V/def2-TZVPD).

Geometry (Å):
1 C -1.049 1.129 0.286
2 C -0.334 0.035 -1.619
3 C 2.491 0.089 0.176
4 N -0.937 0.016 -0.286
5 O -1.329 -1.312 1.979
6 P -0.835 -1.560 0.659
7 H -0.795 1.983 -0.340
8 H -1.297 1.271 1.306
9 H -0.990 0.169 -2.384
10 H 0.639 0.650 -1.633
11 H 0.111 -0.966 -1.794
12 H 3.041 0.223 1.078
13 H 1.744 -0.703 -0.013
14 H 2.954 0.503 -0.791

Results
highest occupied orbital energy (spin up / spin down): -9.274 / -6.463 eV
LUMO level (spin up / spin down): -0.114 / -0.300 eV



*ii*
Entry from the Open Molecules 2025 dataset: a single C3H8NOP molecule (ωB97M-V/def2-TZVPD).

Geometry (Å):
1 C -1.931 0.507 0.217
2 C -0.619 0.158 -0.526
3 C -0.180 -1.241 -0.371
4 N 0.584 -0.175 0.279
5 P 2.060 0.354 -0.462
6 O 3.005 -0.228 0.729
7 H -1.807 -0.063 1.210
8 H -2.857 0.219 -0.285
9 H -1.909 1.630 0.251
10 H -0.586 0.534 -1.568
11 H -0.702 -1.721 0.329
12 H 0.010 -1.957 -1.220
13 H 1.805 1.545 0.013
14 H 3.127 0.439 1.405

Results
highest occupied orbital energy: -8.782 eV
LUMO level: 0.973 eV



*ii* (47.4 kcal/mol below the next structure)



*i*
Entry from the Open Molecules 2025 dataset: 2 unconnected molecules or ions with the total composition C3H8NOP (ωB97M-V/def2-TZVPD).

Geometry (Å):
1 C -0.004 -0.858 -0.103
2 C 2.391 -0.069 -0.192
3 C 0.944 0.235 -0.144
4 N -2.030 0.536 -0.310
5 O 0.070 -2.006 0.202
6 P -3.534 -0.219 0.038
7 H -2.019 1.134 -1.090
8 H 2.546 -0.752 0.631
9 H 3.081 0.766 -0.189
10 H 2.697 -0.622 -1.023
11 H 0.574 0.990 -0.819
12 H 0.870 0.596 0.862
13 H -2.994 -1.217 0.922
14 H -3.672 -1.015 -1.093

Results
highest occupied orbital energy (spin up / spin down): -7.387 / -8.200 eV
LUMO level (spin up / spin down): -0.416 / 0.312 eV



*ii*
Entry from the Open Molecules 2025 dataset: a molecular structure, C3H8NOP (ωB97M-V/def2-TZVPD).

Geometry (Å):
1 C 0.777 -1.511 0.111
2 C 0.879 1.248 0.738
3 C -0.823 0.310 -1.306
4 N -2.036 0.632 0.210
5 O -2.383 -0.366 0.723
6 P 0.884 0.128 -0.742
7 H 1.696 -1.683 0.668
8 H 0.674 -2.294 -0.636
9 H -0.072 -1.547 0.793
10 H 0.541 2.236 0.432
11 H 1.884 1.327 1.139
12 H 0.211 0.863 1.507
13 H -1.002 1.226 -1.853
14 H -1.230 -0.569 -1.787

Results
highest occupied orbital energy (spin up / spin down): -7.723 / -7.722 eV
LUMO level (spin up / spin down): 0.027 / 0.028 eV



*ii* (12.5 kcal/mol below the next structure)



*i*
Entry from the Open Molecules 2025 dataset: a single C10H18N2O5 molecule (ωB97M-V/def2-TZVPD).

Geometry (Å):
1 C -3.921 0.786 -1.790
2 C -3.451 1.210 -0.328
3 C -4.336 0.507 0.716
4 C -1.987 0.790 -0.210
5 C -1.332 0.772 1.150
6 N -1.335 2.070 1.674
7 C 0.132 0.293 0.996
8 O 1.030 1.085 0.987
9 N 0.295 -1.053 0.837
10 C 1.562 -1.633 0.413
11 C 1.583 -1.800 -1.116
12 C 1.177 -0.596 -2.014
13 O 0.062 -0.468 -2.473
14 O 2.190 0.251 -2.252
15 C 2.843 -0.966 0.910
16 O 3.822 -0.808 0.213
17 O 2.753 -0.713 2.254
18 H -3.634 -0.270 -1.968
19 H -3.375 1.358 -2.554
20 H -5.024 0.801 -1.983
21 H -3.517 2.256 -0.074
22 H -5.372 0.796 0.553
23 H -4.109 0.793 1.750
24 H -4.278 -0.609 0.727
25 H -1.996 -0.229 -0.633
26 H -1.329 1.346 -0.898
27 H -1.800 -0.017 1.819
28 H -0.646 2.659 1.181
29 H -0.989 2.138 2.643
30 H -0.477 -1.672 0.933
31 H 1.590 -2.687 0.734
32 H 2.566 -2.166 -1.456
33 H 0.809 -2.514 -1.424
34 H 2.850 0.052 -1.621
35 H 3.540 -0.112 2.493

Results
highest occupied orbital energy: -9.374 eV
LUMO level: 0.306 eV



*ii*
Entry from the Open Molecules 2025 dataset: a single C10H18N2O5 molecule (ωB97M-V/def2-TZVPD).

Geometry (Å):
1 C 3.049 -0.976 1.411
2 C 2.126 -0.040 0.566
3 C 3.035 0.961 -0.160
4 C 1.231 -0.803 -0.472
5 N 2.293 -1.316 -1.475
6 C 0.216 0.119 -1.104
7 O 0.305 1.305 -1.577
8 N -1.079 -0.323 -1.229
9 C -1.497 -0.958 -0.017
10 C -1.757 0.067 1.260
11 C -2.691 1.242 1.005
12 C -1.948 2.136 0.028
13 O -2.492 2.258 -1.058
14 O -0.743 2.598 0.331
15 C -2.966 -1.423 -0.158
16 O -3.622 -1.837 0.822
17 O -3.343 -1.493 -1.423
18 H 3.403 -0.376 2.253
19 H 2.625 -1.942 1.728
20 H 3.976 -1.170 0.758
21 H 1.342 0.613 1.157
22 H 3.346 1.824 0.394
23 H 2.398 1.289 -1.030
24 H 3.911 0.518 -0.614
25 H 0.864 -1.743 -0.012
26 H 2.491 -0.535 -2.083
27 H 1.869 -2.041 -2.124
28 H -1.552 0.600 -1.504
29 H -1.115 -1.962 0.130
30 H -0.692 0.517 1.424
31 H -2.141 -0.600 2.231
32 H -3.636 0.963 0.545
33 H -2.727 1.650 2.030
34 H -0.207 2.568 -0.574
35 H -4.271 -1.691 -1.460

Results
highest occupied orbital energy: -9.771 eV
LUMO level: 0.460 eV



*i* (60.7 kcal/mol below the next structure)



*i*
Entry from the Open Molecules 2025 dataset: 2 unconnected molecules or ions with the total composition C6H16S2 (ωB97M-V/def2-TZVPD).

Geometry (Å):
1 C 0.882 2.863 -1.073
2 C 0.009 2.267 -0.065
3 S -1.656 2.380 -0.868
4 C -2.751 1.019 -0.365
5 H 0.438 3.703 -1.619
6 H 1.072 2.182 -1.823
7 H 1.833 3.203 -0.620
8 H 0.357 1.344 0.323
9 H 0.090 2.913 0.823
10 H -3.189 1.113 0.613
11 H -3.471 1.040 -1.237
12 H -2.189 -0.013 -0.429
13 C -0.591 -2.681 -0.094
14 C 0.813 -3.121 0.125
15 S 1.464 -2.346 1.677
16 C 1.736 -0.695 1.442
17 H -1.489 -3.399 -0.018
18 H -0.537 -2.023 -1.023
19 H -0.925 -1.851 0.532
20 H 1.076 -4.299 0.294
21 H 1.412 -2.740 -0.795
22 H 1.504 -0.304 0.458
23 H 1.258 -0.072 2.349
24 H 2.854 -0.482 1.394

Results
highest occupied orbital energy: -8.326 eV
LUMO level: 0.811 eV



*ii*
Entry from the Open Molecules 2025 dataset: 2 unconnected molecules or ions with the total composition C6H16S2 (ωB97M-V/def2-TZVPD).

Geometry (Å):
1 C 1.435 1.704 1.330
2 C -0.055 1.891 1.237
3 S -0.583 2.523 -0.408
4 C -2.304 1.984 -0.241
5 H 1.917 1.210 0.483
6 H 1.665 1.039 2.174
7 H 1.943 2.648 1.531
8 H -0.637 0.980 1.426
9 H -0.455 2.622 1.928
10 H -2.771 2.330 0.682
11 H -2.956 2.416 -1.004
12 H -2.255 0.926 -0.386
13 C 1.776 -2.039 -1.217
14 C 0.578 -1.222 -1.658
15 S -0.946 -2.221 -1.440
16 C -0.897 -2.216 0.368
17 H 1.931 -2.922 -1.835
18 H 1.658 -2.389 -0.188
19 H 2.688 -1.431 -1.216
20 H 0.368 -0.329 -1.072
21 H 0.696 -0.916 -2.673
22 H -1.600 -2.913 0.737
23 H 0.057 -2.435 0.729
24 H -1.254 -1.237 0.713

Results
highest occupied orbital energy: -8.434 eV
LUMO level: 0.888 eV



*ii* (47.0 kcal/mol below the next structure)



*i*
Entry from the Open Molecules 2025 dataset: 2 unconnected molecules or ions with the total composition C5H10O (ωB97M-V/def2-TZVPD).

Geometry (Å):
1 C 1.666 -1.939 1.047
2 C 1.242 -0.549 1.134
3 C 1.205 0.255 -0.008
4 O 1.019 1.539 0.089
5 H 0.858 -2.596 1.405
6 H 1.955 -2.256 0.053
7 H 2.493 -2.128 1.737
8 H 0.979 -0.130 2.100
9 H 1.336 -0.126 -1.023
10 H 1.755 2.045 -0.300
11 C -3.057 1.034 -1.190
12 C -1.798 0.899 -0.822
13 H -3.313 1.904 -1.781
14 H -3.865 0.339 -1.023
15 H -1.118 1.719 -1.016
16 H -1.359 -0.008 -0.404

Results
highest occupied orbital energy (spin up / spin down): -13.386 / -13.379 eV
LUMO level (spin up / spin down): -4.720 / -8.319 eV
⟨S²⟩: 0.75
charge: +1
multiplicity: 2



*ii*
Entry from the Open Molecules 2025 dataset: a gas-phase ion, C5H10O (charge +1) (ωB97M-V/def2-TZVPD).

Geometry (Å):
1 O -0.765 -3.233 -0.617
2 C -0.330 -2.256 -0.126
3 C -0.871 -0.899 -0.562
4 C -0.641 0.151 0.520
5 C 0.864 0.577 0.422
6 C 0.870 1.886 -0.283
7 H 0.168 -2.493 0.807
8 H -2.061 -1.055 -0.611
9 H -0.466 -0.677 -1.521
10 H -0.874 -0.279 1.577
11 H -1.294 1.109 0.395
12 H 1.311 -0.123 -0.110
13 H 1.325 0.661 1.473
14 H 0.659 2.694 0.421
15 H 0.224 1.924 -1.128
16 H 1.883 2.013 -0.657

Results
highest occupied orbital energy (spin up / spin down): -15.435 / -15.413 eV
LUMO level (spin up / spin down): -6.175 / -9.735 eV
⟨S²⟩: 0.76
charge: +1
multiplicity: 2



*i* (13.5 kcal/mol below the next structure)



*i*
Entry from the Open Molecules 2025 dataset: a gas-phase ion, C7H12N3 (charge +1) (ωB97M-V/def2-TZVPD).

Geometry (Å):
1 C -1.237 2.366 -1.188
2 C -0.229 1.652 -0.388
3 C 0.706 2.211 0.478
4 N 1.416 1.165 0.944
5 C 1.052 0.037 0.364
6 N -0.029 0.361 -0.398
7 C -0.680 -0.806 -0.831
8 C 0.304 -1.971 -0.430
9 C 1.246 -1.378 0.701
10 N 0.745 -1.422 2.064
11 H -1.793 1.575 -1.657
12 H -1.820 3.115 -0.709
13 H -0.659 2.869 -1.986
14 H 0.916 3.271 0.589
15 H 2.268 1.173 1.455
16 H -0.742 -1.031 -1.887
17 H -1.547 -1.029 -0.105
18 H -0.245 -2.767 0.091
19 H 0.861 -2.365 -1.291
20 H 2.172 -1.808 0.659
21 H -0.235 -1.673 2.017
22 H 1.215 -2.178 2.438

Results
highest occupied orbital energy: -13.094 eV
LUMO level: -2.714 eV
charge: +1



*ii*
Entry from the Open Molecules 2025 dataset: a gas-phase ion, C7H12N3 (charge +1) (ωB97M-V/def2-TZVPD).

Geometry (Å):
1 C -2.480 2.065 -1.003
2 N -1.102 1.899 -0.711
3 C -0.220 2.124 -1.586
4 C 1.194 2.041 -1.234
5 N 1.682 1.473 -0.222
6 C 1.096 0.803 0.795
7 C 0.974 -0.490 0.895
8 N 0.722 -1.715 0.951
9 C -0.617 -2.231 0.756
10 C 1.748 -2.698 1.241
11 H -2.837 2.912 -0.416
12 H -2.685 2.249 -2.064
13 H -3.020 1.184 -0.656
14 H -0.444 2.419 -2.617
15 H 1.899 2.534 -1.892
16 H 0.948 1.395 1.698
17 H -0.988 -2.650 1.693
18 H -1.286 -1.438 0.432
19 H -0.604 -3.018 0.003
20 H 1.566 -3.154 2.214
21 H 1.725 -3.475 0.478
22 H 2.730 -2.230 1.247

Results
highest occupied orbital energy: -13.034 eV
LUMO level: -3.841 eV
charge: +1



*i* (60.7 kcal/mol below the next structure)